22
Properties=species:S:1:pos:R:3:mulliken_charge:R:1 method="wB97M-V/def2-TZVPD" homo_energy_ha=-0.5202 charge=+1
C -1.024 -0.477 0.999 -0.625
C -1.557 -1.487 -0.025 -0.692
C -2.138 -0.804 -1.234 0.148
O -1.579 0.062 -1.859 -0.586
N 0.182 0.196 0.462 -0.034
H -0.753 -0.990 1.919 0.404
H -1.863 0.178 1.216 0.337
H -2.347 -2.086 0.430 0.381
H -0.891 -2.297 -0.343 0.335
H -3.102 -1.225 -1.553 0.387
H 0.331 1.080 0.960 0.323
H 0.015 0.507 -0.537 0.552
H 1.010 -0.363 0.359 0.176
H 0.905 3.591 1.829 0.309
H 0.443 3.938 0.496 0.306
O 0.474 3.160 1.077 -0.637
H 2.791 -0.812 0.609 0.254
H 3.501 -1.988 1.096 0.332
O 2.601 -1.662 0.962 -0.637
H 0.232 0.373 -2.476 0.310
H 1.756 0.662 -2.475 0.300
O 1.013 0.443 -1.913 -0.644

***

22
Properties=species:S:1:pos:R:3:mulliken_charge:R:1 method="wB97M-V/def2-TZVPD" homo_energy_ha=-0.5331 charge=+1
C 1.519 1.915 -0.057 -0.311
C 2.370 1.432 0.813 -0.503
C 0.140 0.348 -1.182 -0.065
N 0.249 1.271 -0.320 0.049
H 1.558 2.906 -0.498 0.361
H 2.172 0.585 1.457 0.247
H 3.388 1.764 0.973 0.271
H -0.758 -0.200 -1.453 0.327
H 0.972 -0.003 -1.791 0.278
H -0.646 1.605 0.091 0.388
H -3.307 -1.722 0.299 0.286
H -1.854 -1.899 0.943 0.313
O -2.557 -1.285 0.744 -0.577
H 2.097 -0.113 -4.251 0.307
H 0.900 -0.930 -4.754 0.306
O 1.260 -0.480 -3.984 -0.611
H -0.077 -3.865 3.215 0.315
H 0.105 -2.422 3.570 0.313
O -0.196 -2.976 2.860 -0.612
H -3.043 1.829 1.199 0.321
H -2.072 0.742 1.348 0.298
O -2.222 1.499 0.781 -0.701

***

21
Properties=species:S:1:pos:R:3:mulliken_charge:R:1 method="wB97M-V/def2-TZVPD" homo_energy_ha=-0.3277 smiles=CCSC.O.O.O
C 0.355 -0.761 -2.612 -0.975
C 0.613 0.013 -1.295 -0.455
S -0.812 0.130 -0.125 -0.191
C -0.043 1.518 0.850 -0.809
H 0.261 -0.126 -3.489 0.330
H 1.215 -1.403 -2.803 0.281
H -0.519 -1.392 -2.457 0.211
H 1.380 -0.511 -0.737 0.368
H 0.901 1.018 -1.585 0.369
H 0.400 1.092 1.743 0.299
H -0.776 2.279 1.121 0.343
H 0.644 2.041 0.200 0.265
O -2.555 2.721 -1.731 -0.634
H -1.984 2.113 -1.272 0.295
H -2.934 2.214 -2.454 0.300
O 1.579 -0.196 5.973 -0.642
H 2.477 0.199 6.058 0.325
H 0.988 0.555 6.005 0.317
O -0.053 -3.745 -0.595 -0.590
H -0.316 -4.561 -0.194 0.291
H -0.822 -3.197 -0.600 0.302

***

21
Properties=species:S:1:pos:R:3:mulliken_charge:R:1 method="wB97M-V/def2-TZVPD" homo_energy_ha=-0.3180 smiles=CCCS.O.O.O
C 2.150 -0.444 0.116 -1.245
C 0.963 0.442 0.146 0.613
C 0.643 0.966 1.495 -0.760
S -0.967 1.846 1.346 -0.266
H 2.204 -0.831 -0.961 0.331
H 3.100 -0.072 0.553 0.357
H 1.905 -1.458 0.614 0.184
H 0.107 -0.065 -0.370 -0.225
H 1.266 1.387 -0.484 0.151
H 0.526 0.170 2.263 0.281
H 1.352 1.587 1.984 0.465
H -1.643 0.707 0.743 0.113
O -0.790 1.115 -2.749 -0.587
H -1.791 1.347 -2.877 0.316
H -0.362 1.951 -2.853 0.293
O -0.103 -2.076 -2.439 -0.610
H -0.706 -2.505 -3.053 0.289
H -0.645 -1.302 -2.072 0.283
O -0.501 -2.744 1.628 -0.588
H 0.091 -3.374 1.136 0.325
H -1.316 -3.218 1.766 0.280

***

21
Properties=species:S:1:pos:R:3:mulliken_charge:R:1 method="wB97M-V/def2-TZVPD" homo_energy_ha=-0.3114 smiles=CCSC.O.O.O
C -1.170 -1.264 -1.936 -1.352
C -0.383 -0.449 -0.870 -0.094
S -0.652 -1.181 0.808 -0.164
C 1.006 -0.686 1.539 -0.697
H -0.912 -0.910 -2.948 0.327
H -2.235 -1.014 -1.864 0.405
H -1.190 -2.355 -1.973 0.313
H -0.858 0.531 -0.861 0.209
H 0.644 -0.183 -1.132 0.303
H 1.494 -0.086 0.769 0.202
H 0.730 -0.008 2.373 0.292
H 1.523 -1.661 1.777 0.259
O 2.289 -1.800 -1.970 -0.613
H 2.419 -2.740 -2.124 0.304
H 2.597 -1.620 -1.076 0.313
O 0.261 3.303 0.414 -0.627
H -0.416 2.875 0.960 0.353
H 0.110 4.243 0.555 0.306
O -1.429 1.939 2.404 -0.620
H -2.381 2.070 2.527 0.298
H -1.444 0.995 2.631 0.282

***

21
Properties=species:S:1:pos:R:3:mulliken_charge:R:1 method="wB97M-V/def2-TZVPD" homo_energy_ha=-0.3135 smiles=CCSC.O.O.O
C -0.264 -0.436 0.663 -0.868
C -0.490 0.083 -0.724 -0.601
S -0.220 1.913 -0.937 -0.084
C 1.562 1.940 -0.739 -0.889
H -0.556 -1.482 0.770 0.339
H -0.871 0.098 1.411 0.309
H 0.802 -0.305 0.923 0.242
H -1.565 0.160 -0.922 0.290
H 0.040 -0.498 -1.464 0.367
H 1.895 1.829 0.281 0.288
H 2.107 1.113 -1.229 0.293
H 1.951 2.893 -1.046 0.315
O -3.838 3.908 -4.434 -0.630
H -3.543 4.758 -4.083 0.316
H -4.445 3.701 -3.711 0.314
O 0.155 -2.183 3.625 -0.596
H 0.610 -2.660 4.334 0.303
H 1.009 -1.940 3.245 0.286
O 2.227 -4.117 1.507 -0.629
H 1.454 -3.725 1.080 0.311
H 1.979 -5.049 1.451 0.323

***

22
Properties=species:S:1:pos:R:3:mulliken_charge:R:1 method="wB97M-V/def2-TZVPD" homo_energy_ha=-0.3239 smiles=CCSSC.O.O.O
C -1.393 0.931 -1.518 -0.810
C -0.467 1.622 -0.514 -0.417
S -0.513 1.052 1.291 -0.141
S 1.442 0.606 1.887 -0.121
C 1.653 -1.042 1.093 -0.896
H -1.832 1.777 -2.094 0.307
H -2.232 0.458 -0.974 0.174
H -1.046 0.151 -2.253 0.264
H 0.567 1.390 -0.883 0.132
H -0.514 2.682 -0.480 0.517
H 1.323 -0.976 0.042 0.159
H 2.748 -1.207 0.939 0.306
H 1.255 -1.861 1.545 0.506
O -3.241 -1.302 0.892 -0.605
H -3.429 -0.348 1.053 0.292
H -2.628 -1.622 1.525 0.325
O -0.846 -2.936 0.427 -0.577
H -1.341 -3.324 -0.176 0.251
H -0.615 -2.042 0.025 0.323
O 3.453 1.781 -0.782 -0.557
H 3.759 2.618 -1.035 0.278
H 3.895 1.593 -0.008 0.288

***

21
Properties=species:S:1:pos:R:3:mulliken_charge:R:1 method="wB97M-V/def2-TZVPD" homo_energy_ha=-0.3881 smiles=CC(C)O.O.O.O
C 0.379 1.095 2.547 -1.307
C -0.404 0.203 1.648 0.547
C -1.264 1.019 0.620 -1.007
O 0.562 -0.487 0.740 -0.555
H -0.308 1.925 2.900 0.273
H 0.913 0.789 3.325 0.498
H 1.275 1.526 1.990 0.308
H -1.089 -0.607 2.143 0.181
H -1.771 1.947 1.078 0.310
H -0.535 1.371 -0.202 0.162
H -2.116 0.427 0.189 0.284
H 1.141 -0.973 1.375 0.295
O -1.687 -5.038 0.166 -0.622
H -1.698 -4.749 1.076 0.312
H -1.728 -4.282 -0.359 0.311
O 3.031 1.290 -2.804 -0.606
H 2.667 1.087 -3.634 0.311
H 3.849 0.853 -2.845 0.298
O -0.230 0.767 -3.666 -0.670
H -1.250 0.903 -3.472 0.323
H 0.263 0.933 -2.813 0.356

***

Energy relative to the best compared isomer or geometry (same formula, charge and spin), respectively: 18.2; 47.6; 20.6; 33.1; 23.9; 25.0; 32.2; 47.1 kcal/mol.
LUMO energy, respectively: -2.97; -3.96; 0.65; 0.45; 0.51; 0.58; 0.46; 0.55 eV.
HOMO-LUMO gap, respectively: 0.411; 0.387; 0.352; 0.334; 0.330; 0.335; 0.341; 0.408 Ha.